Entry 1:
{
  "formula": "C2H2HgO2",
  "method": "wB97M-V/def2-TZVPD",
  "symbols": ["H", "O", "C", "C", "O", "H", "Hg"],
  "coordinates": [[1.15713, -1.05942, -1.36150], [0.71650, 1.08380, -0.49540], [1.25283, -0.18357, -0.42239], [0.39257, -1.28927, 0.03765], [-0.81534, -0.94391, 0.38472], [2.26216, -0.27479, 0.02526], [-0.90285, 0.96778, 0.38151]],
  "atomic_forces_ev_per_a": [[0.61, 2.40, 0.44], [7.44, -0.58, -3.58], [0.05, -1.07, -1.06], [-2.48, 0.35, 2.47], [2.09, -6.99, -0.88], [-0.38, 0.03, -0.81], [-7.34, 5.87, 3.43]],
  "nbo_charge": [0.23, -0.90, -0.20, 0.25, -0.75, 0.23, 1.13],
  "charge": 0,
  "e_tot_ev": -10368.55707,
  "homo_ev": [-8.7962, -7.7848]
}


Entry 2:
{
  "formula": "C36H36BrInN8O2S2",
  "method": "wB97M-V/def2-TZVPD",
  "symbols": ["In", "C", "C", "C", "C", "C", "C", "N", "C", "C", "C", "C", "C", "C", "N", "N", "C", "C", "C", "C", "C", "N", "H", "H", "H", "H", "H", "H", "H", "H", "H", "H", "H", "H", "H", "C", "O", "C", "C", "C", "Br", "C", "C", "C", "O", "C", "N", "C", "C", "C", "C", "C", "C", "N", "H", "H", "H", "H", "H", "H", "H", "H", "H", "H", "H", "C", "S", "C", "H", "H", "H", "H", "H", "H", "S", "C", "N", "C", "C", "N", "H", "H", "H", "H", "H", "H"],
  "coordinates": [[-0.13452, 1.27170, 0.14915], [2.54604, 3.08841, 4.94647], [1.88052, 1.87561, 4.84559], [0.90272, 1.68358, 3.87500], [0.59973, 2.70470, 2.98374], [1.25663, 3.92980, 3.10004], [2.22064, 4.12180, 4.07606], [-0.32650, 2.53864, 1.90599], [-1.42877, 3.30836, 1.87532], [-1.96249, 3.98082, 3.00970], [-3.07116, 4.76560, 2.88782], [-3.72885, 4.98414, 1.64460], [-3.23914, 4.39727, 0.52456], [-2.10504, 3.54797, 0.62334], [-1.41822, 3.05877, -0.42811], [-1.57710, 3.40919, -1.63025], [-0.49090, 2.96644, -2.42050], [-0.45915, 3.37436, -3.74864], [0.66726, 3.10020, -4.49684], [1.73227, 2.42707, -3.90091], [1.60202, 2.01867, -2.59214], [0.50729, 2.26763, -1.85993], [3.29843, 3.23647, 5.70916], [2.10727, 1.07574, 5.53846], [0.37804, 0.74275, 3.81666], [1.00486, 4.73144, 2.41420], [2.71997, 5.07843, 4.15687], [-1.48953, 3.84615, 3.97223], [-3.46862, 5.24305, 3.77454], [-4.59928, 5.62263, 1.60295], [-3.68266, 4.55731, -0.44928], [-1.30334, 3.92072, -4.14374], [0.72895, 3.42026, -5.52823], [2.64686, 2.22846, -4.44063], [2.39484, 1.47540, -2.09347], [3.17235, 1.88490, 1.23886], [2.23370, 0.92738, 0.67713], [2.65976, -0.37834, 0.55703], [3.63060, -0.97435, 1.33704], [3.94426, -2.31339, 1.10379], [5.26719, -3.13023, 2.16003], [3.30820, -3.04888, 0.11644], [2.32502, -2.44304, -0.66594], [2.01266, -1.11649, -0.43032], [0.99941, -0.46641, -1.10323], [1.51469, -3.16548, -1.66209], [0.80038, -4.21481, -1.41279], [0.09278, -4.46887, -2.59020], [-0.81108, -5.48979, -2.87848], [-1.36399, -5.51070, -4.14231], [-1.03180, -4.54363, -5.10445], [-0.14297, -3.52201, -4.83097], [0.40393, -3.50829, -3.55394], [1.29399, -2.63109, -2.92563], [3.26412, 1.73773, 2.31671], [2.75160, 2.86406, 1.04480], [4.12832, 1.76647, 0.73141], [4.14749, -0.42566, 2.11154], [3.56024, -4.08686, -0.05102], [0.68419, -0.98809, -1.86268], [-1.04962, -6.24527, -2.14199], [-2.06064, -6.29401, -4.40745], [-1.48020, -4.60460, -6.08662], [0.11388, -2.78319, -5.57837], [1.99500, -2.10303, -3.42579], [-3.67401, 0.66883, -0.89906], [-2.07598, 0.22025, -1.60214], [-2.16250, -1.57200, -1.42435], [-4.46187, 0.33372, -1.56959], [-3.71619, 1.75241, -0.80884], [-3.78300, 0.21553, 0.08490], [-2.37259, -1.83653, -0.39065], [-1.21565, -2.01757, -1.73165], [-2.94795, -1.95281, -2.07420], [-1.12042, -0.36786, 1.89378], [-1.15651, -2.08386, 1.75906], [-2.23683, -2.77895, 2.09716], [-2.02203, -4.22797, 2.00151], [-0.50771, -4.30892, 1.72161], [-0.16910, -2.90447, 1.44067], [-3.10652, -2.33820, 2.34497], [-2.61399, -4.64297, 1.18609], [-2.30310, -4.72211, 2.92812], [-0.25808, -4.92380, 0.86252], [0.05110, -4.65440, 2.59094], [0.78039, -2.58186, 1.34885]],
  "atomic_forces_ev_per_a": [[0.18, 0.24, -0.17], [-0.02, -0.02, 0.02], [0.00, 0.03, 0.01], [0.06, -0.03, -0.05], [-0.01, 0.08, -0.08], [0.01, 0.04, 0.02], [-0.02, 0.01, -0.02], [0.05, -0.24, 0.14], [-0.06, 0.13, -0.13], [0.01, -0.04, 0.01], [-0.02, 0.00, -0.01], [0.01, 0.00, 0.01], [0.02, -0.01, 0.02], [0.07, -0.05, -0.09], [-0.12, 0.14, 0.10], [-0.03, -0.04, 0.09], [-0.05, 0.06, 0.02], [0.04, -0.02, 0.02], [0.01, -0.02, 0.02], [-0.02, 0.01, -0.03], [0.04, -0.09, 0.03], [0.05, -0.09, 0.03], [0.00, -0.01, 0.00], [0.00, 0.00, 0.00], [-0.04, -0.05, -0.01], [0.01, -0.01, 0.00], [0.00, 0.00, 0.00], [0.01, 0.00, 0.00], [0.00, 0.00, 0.00], [0.00, 0.00, 0.00], [0.00, 0.00, -0.01], [0.00, 0.01, 0.00], [0.00, 0.00, 0.00], [0.00, 0.00, 0.00], [-0.01, 0.01, -0.01], [-0.04, -0.14, 0.09], [-0.17, -0.07, -0.08], [-0.12, 0.13, -0.12], [0.04, -0.07, -0.03], [0.00, 0.00, -0.02], [0.00, 0.00, 0.00], [-0.05, -0.01, -0.02], [0.05, -0.04, 0.10], [-0.03, 0.11, -0.02], [0.03, 0.27, 0.28], [0.04, -0.12, 0.11], [-0.02, 0.01, 0.02], [0.00, -0.03, -0.02], [0.01, 0.01, 0.01], [-0.01, 0.01, -0.01], [-0.01, -0.01, 0.00], [0.02, 0.01, 0.02], [-0.02, -0.04, -0.03], [-0.03, 0.05, -0.07], [-0.01, 0.01, -0.11], [0.00, 0.03, -0.03], [0.03, 0.01, 0.03], [-0.02, 0.01, -0.01], [0.01, 0.00, 0.00], [0.06, -0.13, 0.00], [0.00, 0.00, 0.00], [0.00, 0.00, 0.00], [0.00, 0.00, 0.00], [0.00, 0.00, 0.00], [0.03, -0.03, -0.01], [0.00, 0.00, 0.05], [0.04, 0.01, -0.06], [0.02, 0.03, -0.01], [0.00, -0.02, 0.00], [0.01, -0.03, -0.05], [0.00, 0.02, 0.01], [-0.02, 0.01, -0.03], [-0.06, 0.01, 0.00], [-0.01, 0.01, -0.02], [0.05, -0.06, 0.07], [-0.08, 0.05, 0.11], [0.04, -0.06, -0.01], [0.00, 0.00, -0.02], [0.04, 0.04, -0.03], [0.07, 0.00, 0.03], [0.01, 0.00, 0.02], [0.00, 0.01, -0.01], [0.00, -0.01, -0.01], [-0.01, -0.04, -0.02], [0.00, 0.00, 0.01], [0.01, 0.02, -0.06]],
  "mulliken_charge": [1.61, -0.51, -0.87, -0.06, -0.89, 0.21, -0.89, 0.07, 0.92, -0.77, -0.61, -0.74, -0.59, 0.28, 1.04, -1.29, 0.20, -0.83, -0.24, -1.22, -0.23, 0.16, 0.44, 0.45, 0.35, 0.54, 0.41, 0.58, 0.44, 0.44, 0.55, 0.55, 0.47, 0.49, 0.57, -1.33, 0.44, 0.84, -0.56, -0.55, -0.11, -0.23, 0.08, -0.61, 0.37, -0.27, -0.39, 0.84, -1.04, -0.57, -0.55, -1.18, 0.42, 0.00, 0.27, 0.28, 0.60, 0.57, 0.65, -0.08, 0.49, 0.44, 0.43, 0.45, 0.28, -0.90, 0.34, -0.15, 0.49, 0.25, 0.27, 0.03, -0.26, 0.60, -0.38, 0.08, -0.05, -0.53, -0.46, 0.25, 0.23, 0.31, 0.34, 0.29, 0.36, -0.08],
  "charge": 2,
  "e_tot_ev": -150807.18930,
  "homo_ev": -12.3814
}


Entry 3:
{
  "formula": "C3H3NO2S",
  "method": "wB97M-V/def2-TZVPD",
  "symbols": ["C", "C", "C", "N", "O", "O", "S", "H", "H", "H"],
  "coordinates": [[1.34982, 1.23117, -0.04570], [-0.36616, -0.90978, -0.61893], [1.18758, -0.10603, 0.47621], [1.39831, 2.32228, -0.40445], [-2.88814, -0.39138, -0.79681], [-1.87592, -0.01767, 1.43506], [-1.75951, -0.16191, 0.03473], [0.00398, -0.82613, -1.62868], [0.92542, -0.26084, 1.50384], [2.02461, -0.87970, 0.04473]],
  "atomic_forces_ev_per_a": [[-0.28, -0.24, 0.70], [1.95, 2.95, 4.08], [-0.47, -3.77, -4.18], [0.11, -0.06, -0.16], [-0.95, 0.53, -0.18], [0.19, 0.49, 0.93], [2.13, -2.50, -2.57], [-0.72, 0.23, -0.37], [0.01, 0.22, 0.31], [-1.99, 2.16, 1.43]],
  "nbo_charge": [0.22, -0.57, -0.48, -0.29, -0.84, -0.84, 2.04, 0.24, 0.26, 0.27],
  "charge": 0,
  "e_tot_ev": -19574.63378,
  "homo_ev": [-10.3597, -10.3580]
}


Entry 4:
{
  "formula": "C10H21N2",
  "method": "wB97M-V/def2-TZVPD",
  "symbols": ["C", "C", "C", "C", "C", "C", "C", "C", "C", "C", "N", "N", "H", "H", "H", "H", "H", "H", "H", "H", "H", "H", "H", "H", "H", "H", "H", "H", "H", "H", "H", "H", "H"],
  "coordinates": [[-1.50631, 0.38489, 3.42473], [-2.14146, 0.87541, 2.41494], [-0.23009, -1.55253, 0.94405], [0.85392, 0.24400, -2.33316], [2.30295, -0.61909, -0.40923], [0.99691, -2.18868, -1.75040], [0.19347, 1.69766, 0.78954], [-1.66096, 1.55806, -0.56563], [-0.27665, -0.49733, -0.22953], [0.96614, -0.69068, -1.16013], [-1.14911, 1.77725, 2.96313], [-0.57906, 0.91201, 0.07507], [-1.23952, -0.24026, 4.20301], [-3.01909, 0.97271, 1.76469], [0.23681, -1.07744, 1.80503], [0.38533, -2.39486, 0.76127], [-1.26827, -1.74643, 1.14005], [-0.01247, -0.07204, -3.07618], [1.82800, 0.41626, -2.92567], [0.62679, 1.31263, -2.16772], [2.65259, 0.51899, -0.38633], [2.15742, -1.08500, 0.47225], [2.95680, -1.23833, -1.05138], [1.33566, -2.93005, -1.14104], [-0.01156, -2.38762, -2.00998], [1.58686, -2.30059, -2.68310], [-0.05283, 2.81011, 0.73960], [-0.28594, 1.74180, 2.30827], [1.26357, 1.38326, 1.13805], [-2.59410, 0.88975, -0.56586], [-1.99289, 2.43993, -0.06595], [-1.30670, 2.10070, -1.55196], [-1.01620, -1.01451, -0.87045]],
  "atomic_forces_ev_per_a": [[-0.48, 2.20, -2.36], [-1.05, -0.47, 0.35], [-0.21, 3.16, 0.36], [-0.20, 1.08, -3.14], [0.54, 3.69, -4.11], [-1.11, 3.13, -1.82], [1.98, 0.46, -0.31], [-2.26, 0.81, -2.72], [1.00, -3.35, -1.17], [0.96, -1.08, -0.20], [0.36, -0.50, 0.21], [1.34, -0.22, 1.63], [0.38, -1.06, 1.23], [0.60, -0.20, 0.48], [-0.17, 0.03, 0.38], [0.11, -0.88, -0.71], [-0.18, -0.68, 0.56], [1.88, 0.36, 1.33], [-1.36, -1.07, 0.73], [-0.10, -0.40, 0.78], [-0.27, -2.56, 0.41], [0.17, -1.17, 3.28], [0.38, 0.82, 0.68], [0.93, -1.78, 2.23], [-1.09, -0.68, -0.49], [-0.23, 0.68, 0.50], [0.53, -1.65, 0.17], [-0.23, 0.04, 0.70], [-2.25, 0.37, -0.71], [1.61, 0.85, -0.87], [-0.03, 0.48, 1.16], [-0.96, -2.00, 1.25], [-0.60, 1.59, 0.22]],
  "nbo_charge": [0.02, -0.07, -0.61, -0.65, -0.61, -0.60, -0.06, -0.45, -0.07, -0.03, -0.48, -0.31, 0.25, 0.25, 0.20, 0.24, 0.23, 0.23, 0.25, 0.20, 0.20, 0.20, 0.24, 0.21, 0.20, 0.24, 0.26, 0.27, 0.28, 0.24, 0.23, 0.25, 0.24],
  "charge": 1,
  "e_tot_ev": -13677.60192,
  "homo_ev": [-12.7294, -12.7290]
}


Entry 5:
{
  "formula": "C2H2N4O3",
  "method": "wB97M-V/def2-TZVPD",
  "symbols": ["C", "C", "N", "N", "N", "N", "O", "O", "O", "H", "H"],
  "coordinates": [[-1.16254, -0.31470, 0.09389], [-1.65063, -1.58428, -0.27695], [-2.18595, 0.48282, 0.37534], [-0.43281, -3.12949, -1.16809], [-2.87619, -1.73094, -0.39528], [0.14502, 0.06587, -0.17450], [-3.81252, -2.36317, -0.77705], [-1.10674, -3.60217, -1.97847], [-3.30226, -0.08508, 0.30625], [0.40826, 0.88071, 0.44035], [0.65168, -0.86949, -0.16313]],
  "atomic_forces_ev_per_a": [[-2.12, 1.87, -0.05], [1.63, -2.18, -0.94], [3.55, 0.38, 0.05], [-3.23, -0.03, -1.81], [-1.06, 1.07, 0.26], [0.32, -0.73, 1.01], [-0.07, -0.73, 0.01], [2.12, 1.01, 2.22], [-1.66, -1.40, -0.35], [0.35, -1.72, -0.86], [0.18, 2.45, 0.46]],
  "nbo_charge": [0.18, 0.04, -0.07, 0.33, 0.24, -0.81, -0.34, -0.11, -0.26, 0.41, 0.39],
  "charge": 0,
  "e_tot_ev": -14199.70001,
  "homo_ev": [-8.2927, -8.1642]
}


Computed values of ΔE to the lowest compared entry with this formula, charge and spin (unit: kJ/mol) for the preceding records, in sequence: 32.0 132.6 592.7 592.5 729.6.